Below is 12 unconnected molecules or ions with the total composition C39H109F3N10O14S, with properties calculated with ωB97M-V with the def2-TZVPD basis set.

Cartesian coordinates (Å):
N  3.35220  -13.38809  16.95043
H  3.81741  -14.08014  16.38057
H  3.63897  -12.44749  16.71990
H  3.39674  -13.52726  17.94980
H  2.43843  -13.52645  16.54302
C  2.56144  -16.19981  13.20567
F  1.55857  -15.74755  13.96462
F  2.19844  -17.39298  12.74426
F  2.83687  -15.36730  12.18287
S  4.12678  -16.30516  14.37955
O  4.02055  -15.09990  15.23004
O  4.09890  -17.53967  15.17745
O  5.26488  -16.22276  13.43108
C  6.17039  -13.42555  10.71738
C  7.31010  -13.56297  11.77941
O  8.24987  -12.46411  11.88867
O  6.57253  -13.81836  9.43527
H  5.74357  -12.42373  10.66964
H  5.34600  -14.04078  11.07789
H  7.81358  -14.49917  11.53834
H  6.76129  -13.74935  12.70254
H  8.65426  -12.53947  12.75607
H  7.43064  -13.44397  9.22297
C  4.02157  -15.79326  18.99024
C  3.34459  -14.87755  20.01246
C  3.76086  -15.21951  21.47999
O  3.41588  -16.52755  21.76128
C  3.80814  -16.92947  23.02710
N  3.51519  -13.48557  19.58604
H  3.85574  -15.46127  17.96536
H  3.51946  -16.75614  19.08434
H  5.09950  -15.92654  19.08191
H  2.28435  -15.13021  20.00047
H  3.31447  -14.48506  22.15039
H  4.83309  -15.06030  21.59432
H  4.88726  -17.03106  23.14234
H  3.18375  -17.80106  23.22350
H  3.40098  -16.30433  23.82178
H  2.91450  -12.83882  20.07694
H  4.42988  -13.19786  19.90333
C  5.11141  -21.99418  17.54900
C  4.62498  -20.54599  17.47349
C  5.34341  -19.70005  18.55669
O  5.47416  -20.26894  19.87360
C  4.22620  -20.22455  20.63652
N  4.91405  -20.04795  16.12936
H  4.81251  -22.35895  18.53170
H  6.17891  -22.01516  17.32967
H  4.61376  -22.62885  16.81575
H  3.54484  -20.62296  17.59788
H  4.83083  -18.74477  18.44352
H  6.36024  -19.47755  18.23320
H  3.45496  -20.75876  20.08162
H  3.84986  -19.28258  21.03546
H  4.31612  -20.70025  21.61311
H  4.42049  -20.43480  15.33762
H  4.60430  -19.08662  16.12894
C  3.71772  -22.61980  13.19185
C  3.34971  -21.83267  11.96190
C  4.40583  -20.62664  11.78203
O  3.88924  -19.67862  10.87316
C  4.58253  -18.44548  10.82661
N  3.51869  -22.76037  10.89175
H  3.65508  -21.88407  13.99364
H  4.72468  -23.03574  13.15828
H  2.99046  -23.41568  13.35238
H  2.35920  -21.37773  11.96539
H  5.38008  -20.95748  11.42219
H  4.77583  -20.14855  12.68901
H  4.46514  -17.97327  11.80197
H  4.00281  -17.76156  10.20670
H  5.60426  -18.65299  10.50862
H  4.51732  -22.75159  10.74092
H  3.24083  -22.34255  10.01521
C  0.22312  -20.67512  9.85934
C  0.12854  -19.34490  10.53913
C  -0.06383  -19.37217  12.03242
O  -1.14497  -20.14305  12.51234
C  -2.48401  -19.74345  12.29018
N  1.41050  -18.63028  10.32133
H  0.89113  -21.37303  10.36409
H  0.59424  -20.65408  8.83468
H  -0.75749  -21.14354  9.94344
H  -0.63091  -18.71746  10.07261
H  -0.22244  -18.39138  12.48072
H  0.77273  -19.80298  12.58259
H  -3.11611  -20.40279  12.88502
H  -2.78752  -20.01547  11.27925
H  -2.66207  -18.67167  12.37781
H  2.08928  -19.18671  10.82107
H  1.48791  -17.72083  10.75378
C  6.21863  -11.01073  15.80485
C  4.91752  -10.73087  15.07186
C  4.59721  -11.72299  13.95071
O  3.69055  -11.16941  13.01186
C  2.88302  -12.06081  12.21551
N  3.94294  -10.66620  16.08906
H  6.23063  -12.05337  16.12241
H  6.38402  -10.33024  16.64013
H  7.05806  -10.85697  15.12675
H  4.95578  -9.76629  14.56568
H  4.29229  -12.67441  14.38651
H  5.42524  -11.82540  13.24930
H  2.57849  -11.65528  11.25067
H  1.89219  -12.38453  12.53421
H  3.39091  -13.00394  12.01388
H  3.15309  -10.32106  15.56264
H  4.11463  -9.87733  16.69594
C  7.42691  -14.48690  17.80678
C  7.67723  -15.31227  16.53470
C  7.25368  -16.80568  16.64049
O  8.21540  -17.65392  17.11691
C  8.76419  -17.41346  18.40007
N  7.04389  -14.68116  15.41868
H  7.82566  -13.52473  17.48534
H  7.95293  -14.77627  18.71654
H  6.40295  -14.16866  18.00256
H  8.74504  -15.35415  16.31992
H  7.06769  -17.20630  15.64399
H  6.25675  -16.85569  17.07836
H  8.04231  -16.97827  19.09115
H  9.61801  -16.73799  18.34681
H  8.99557  -18.37553  18.85724
H  7.09526  -15.27518  14.60345
H  6.04354  -14.72593  15.55058
C  -0.00975  -13.56965  18.19867
C  0.08649  -14.41413  16.95275
C  -1.16684  -15.00892  16.45480
O  -0.91737  -15.84643  15.35042
C  -2.13943  -16.23841  14.76286
N  0.69768  -13.58165  15.91927
H  -0.65659  -12.71613  17.99567
H  0.86714  -13.14043  18.68338
H  -0.45367  -14.08930  19.04779
H  0.75556  -15.20931  17.28161
H  -1.80897  -14.21265  16.07834
H  -1.70503  -15.51704  17.25496
H  -2.97168  -16.43238  15.43950
H  -1.91182  -17.03460  14.05408
H  -2.49312  -15.37067  14.20607
H  0.27540  -12.68751  15.71357
H  0.54174  -14.17541  15.11725
C  0.45138  -23.53461  16.42094
C  -0.48331  -22.64654  15.56401
C  -0.30633  -21.11847  15.94041
O  0.91151  -20.68916  15.40437
C  0.98225  -19.26798  15.36179
N  -0.03523  -22.89717  14.18043
H  0.02160  -23.48368  17.42134
H  1.52279  -23.34029  16.37177
H  0.38355  -24.59006  16.15726
H  -1.52583  -22.90517  15.74940
H  -0.41199  -21.00983  17.01982
H  -1.11418  -20.64057  15.38625
H  0.13524  -18.75676  14.90425
H  1.82751  -18.96440  14.74416
H  1.06779  -18.91219  16.38853
H  0.97271  -22.90766  14.11681
H  -0.25887  -22.05864  13.66374
C  7.44014  -21.46408  14.05793
C  8.15054  -20.17668  14.53127
C  7.74451  -18.92768  13.77971
O  8.07412  -19.08628  12.39724
C  8.19655  -17.80691  11.76328
N  7.97385  -20.12742  15.98945
H  6.36350  -21.31836  13.97011
H  7.54135  -22.27159  14.78304
H  7.96535  -21.74929  13.14639
H  9.20822  -20.31602  14.30766
H  8.25514  -18.05172  14.17977
H  6.66696  -18.81524  13.89951
H  8.23913  -18.00048  10.69145
H  9.17968  -17.36157  11.91568
H  7.42625  -17.05150  11.91846
H  8.18218  -19.17322  16.24675
H  6.98125  -20.20930  16.15720

Cartesian forces (eV/Å) of the 3 atoms listed first:
N 0.045 0.041 -1.496
H 0.976 -0.185 0.190
H 0.258 0.953 -0.122

Computed properties:
F_max, eV/A: 3.04
HOMO (spin up / spin down), Eh: -0.0039 / -0.2355
Kohn-Sham gap (spin up / spin down), hartree: 0.0753 / 0.3055
Net charge: -1
Expectation value of S²: 0.750
Electronic energy, eV: -104756.58442
Spin multiplicity: 2

---

Below is a molecular structure, C36H54ClF3N4O3PReSSe2, with properties calculated with ωB97M-V with the def2-TZVPD basis set.

Cartesian coordinates (Å):
Re  -0.59359  -0.70584  -0.30364
F  -5.04074  2.09744  -3.89044
C  -4.20407  1.10126  -3.56154
F  -3.14410  1.18805  -4.37620
F  -4.83029  -0.05620  -3.84536
C  -3.82042  1.17710  -2.10883
C  -4.55712  1.94693  -1.22846
C  -4.18602  2.00378  0.11292
C  -3.08155  1.29300  0.52224
N  -2.35814  0.55024  -0.32042
C  -2.71654  0.46138  -1.62347
S  -1.68364  -0.59804  -2.50178
H  -5.40905  2.50740  -1.58731
H  -4.73396  2.60788  0.81976
H  -2.74269  1.32191  1.55122
C  4.36759  1.91823  2.26234
Se  2.62738  2.18711  1.46694
C  3.23995  2.47689  -0.36979
C  2.11642  2.54882  -1.38263
Se  0.34823  1.65578  -1.14942
C  -0.31710  2.85980  0.23753
H  4.87189  1.10269  1.75329
H  4.19010  1.63573  3.29634
H  4.95300  2.83234  2.21594
H  3.92764  1.66443  -0.59625
H  3.78418  3.42038  -0.37958
H  2.43792  2.17632  -2.35479
H  1.82019  3.58911  -1.50973
H  0.39762  3.66386  0.39100
H  -0.43840  2.29832  1.16082
H  -1.26955  3.26942  -0.09050
C  1.74827  0.61630  7.53204
C  1.31264  1.52899  6.42270
C  1.36037  2.90540  6.56216
C  0.87893  3.74072  5.56296
Cl  0.92310  5.45934  5.78584
C  0.34461  3.20973  4.40702
C  0.30361  1.83144  4.24628
C  0.79532  0.99200  5.23574
O  0.81173  -0.37041  5.14533
C  0.03241  -0.98039  4.14750
C  0.60185  -0.81797  2.71823
O  1.76432  -1.10984  2.51957
O  -0.27172  -0.38728  1.86023
H  2.28715  1.17048  8.29745
H  2.37630  -0.18879  7.15355
H  0.87440  0.15307  7.99467
H  1.76986  3.33599  7.46633
H  -0.03643  3.86552  3.63625
H  -0.11796  1.42382  3.33890
H  -0.99977  -0.61440  4.17946
H  0.05263  -2.04598  4.38096
C  0.40755  -4.46216  0.76338
C  1.85467  -4.38998  0.25899
C  2.33847  -5.75732  -0.22577
C  2.70018  -3.95817  1.46149
P  1.87727  -3.03409  -1.09194
N  0.86255  -1.88430  -0.66478
C  1.36141  -3.74038  -2.79576
C  0.08957  -4.57079  -2.59301
C  0.97288  -2.57510  -3.71679
C  2.45392  -4.58842  -3.44529
C  3.60401  -2.25895  -1.22516
C  3.53585  -1.23128  -2.36228
C  4.73472  -3.26039  -1.45992
C  3.88285  -1.47184  0.06406
H  0.34781  -5.19488  1.57051
H  -0.30375  -4.74230  -0.01145
H  0.11848  -3.48939  1.15788
H  2.31158  -6.45225  0.61627
H  3.36553  -5.72205  -0.58916
H  1.71527  -6.17513  -1.01305
H  2.45518  -4.61132  2.30234
H  2.46848  -2.93725  1.76165
H  3.76853  -4.05754  1.27633
H  -0.71282  -3.92136  -2.24969
H  0.21220  -5.38880  -1.88989
H  -0.20505  -5.00770  -3.54863
H  0.44966  -1.80028  -3.16190
H  0.30274  -2.94337  -4.49597
H  1.82707  -2.12799  -4.21507
H  2.88685  -5.31420  -2.75938
H  3.24954  -3.96432  -3.84710
H  2.02126  -5.13334  -4.28653
H  3.54071  -1.70001  -3.34331
H  4.40974  -0.57908  -2.31353
H  2.63561  -0.62034  -2.25918
H  4.70616  -3.70621  -2.45022
H  4.72569  -4.05699  -0.71645
H  5.68642  -2.73391  -1.36183
H  2.98085  -0.97643  0.42863
H  4.64225  -0.72240  -0.16530
H  4.28278  -2.09970  0.85334
N  -5.07277  -4.65419  1.75580
C  -4.09404  -3.83944  1.32065
C  -3.60406  -3.91040  0.00515
C  -2.60765  -3.06152  -0.39862
N  -2.03703  -2.14224  0.40037
C  -2.52000  -2.05577  1.65462
C  -3.51604  -2.85851  2.14464
H  -5.47453  -5.33905  1.14182
H  -5.42503  -4.60049  2.69370
H  -4.01685  -4.62206  -0.69690
H  -2.25547  -3.09706  -1.41679
H  -2.07513  -1.30310  2.28672
H  -3.85278  -2.73259  3.16473

Cartesian forces (eV/Å) of the 3 atoms listed first:
Re 3.287 -2.108 1.427
F -0.006 -0.056 0.056
C -0.100 -0.031 -0.264

Computed properties:
F_max, eV/A: 4.16
HOMO (spin up / spin down), Eh: -0.3647 / -0.3654
Kohn-Sham gap (spin up / spin down), hartree: 0.2349 / 0.2414
Net charge: +1
Expectation value of S²: 0.786
Electronic energy, eV: -223930.05844
Spin multiplicity: 2

---

Below is 3 unconnected molecules or ions with the total composition C10H26FIN2O11P2S, with properties calculated with ωB97M-V with the def2-TZVPD basis set.

Cartesian coordinates (Å):
C  0.94773  -1.96395  -4.66150
N  1.17996  -0.66705  -5.32635
C  1.39796  0.45380  -4.39436
C  0.21444  -0.38241  -6.32334
O  0.56738  0.00241  -7.41240
C  -1.31184  -0.55397  -6.14232
N  -1.79252  -0.65778  -4.73522
I  -1.99771  1.24543  -3.87752
S  -3.30386  -1.36746  -4.65479
O  -3.52126  -1.92140  -3.37734
O  -3.51604  -2.29583  -5.70238
F  -4.36148  -0.21629  -4.85377
H  1.59569  -2.69355  -5.15853
H  1.28888  -1.94220  -3.62841
H  -0.06707  -2.35025  -4.75545
H  2.45748  0.72254  -4.44656
H  0.86504  1.35649  -4.68227
H  1.21015  0.18547  -3.35826
H  -1.76901  0.33069  -6.58485
H  -1.62317  -1.39242  -6.76076
C  0.06727  -1.93226  1.63646
O  0.60668  -2.31287  0.33401
P  1.94658  -1.52647  -0.24757
O  1.63858  -1.42975  -1.69061
O  2.92014  -2.80361  0.06426
C  2.99477  -3.34446  1.38425
O  3.22498  -0.45439  -0.13487
C  3.48724  0.16374  1.14143
H  -0.99944  -1.75405  1.53573
H  0.22476  -2.74595  2.34386
H  0.53274  -1.02683  2.02450
H  2.34866  -4.22066  1.45844
H  2.69999  -2.61862  2.14589
H  4.02279  -3.64788  1.57341
H  3.75054  -0.58690  1.89122
H  2.61924  0.73249  1.48053
H  4.32431  0.84592  1.01890
C  -3.44186  2.51206  5.80853
O  -2.65751  1.32139  5.53483
P  -1.54101  1.32779  4.29110
O  -1.69713  -0.03392  3.74907
O  -0.28409  1.41621  5.33689
C  -0.21294  2.47930  6.28890
O  -0.63916  2.04426  3.07050
C  -0.71480  3.47669  2.91441
H  -4.49158  2.23031  5.86287
H  -3.13917  2.93326  6.76743
H  -3.32648  3.27172  5.03478
H  -0.58299  2.13181  7.25488
H  -0.79180  3.35243  5.97770
H  0.82869  2.77508  6.39704
H  -0.33904  3.98630  3.80572
H  -1.74172  3.78913  2.71734
H  -0.09802  3.75646  2.06456

Cartesian forces (eV/Å) of the 3 atoms listed first:
C 0.987 -0.546 -0.538
N -1.597 -0.247 0.642
C 1.261 0.280 -0.326

Computed properties:
F_max, eV/A: 6.67
HOMO, Eh: -0.3099
Kohn-Sham gap, hartree: 0.2537
Electronic energy, eV: -76521.80242

---

Below is a single C9H13N3S molecule, with properties calculated with ωB97M-V with the def2-TZVPD basis set.

Cartesian coordinates (Å):
C  1.60310  2.09269  -3.12720
C  1.06218  0.55044  -2.81894
N  0.26080  0.49208  -1.60909
C  -1.05714  0.65475  -1.61843
S  -2.02012  1.23444  -2.85651
N  -1.75985  0.28659  -0.53615
C  -1.24302  -0.04935  0.66679
C  -0.10176  -0.76627  1.00462
C  0.03933  -1.36125  2.34197
C  1.07835  -2.24349  2.41923
C  -0.86815  -0.87760  3.32145
C  -1.86052  0.09631  2.95398
N  -1.89585  0.56596  1.72215
H  2.44482  1.97946  -3.78030
H  1.91450  2.58787  -2.18821
H  0.89157  2.80333  -3.75470
H  1.77506  -0.31584  -2.99482
H  0.25448  0.32311  -3.46528
H  0.61064  0.08548  -0.64921
H  -2.61890  0.67377  -0.63787
H  0.55728  -1.19634  0.27296
H  1.51861  -2.35891  1.29935
H  1.77022  -1.61812  3.01182
H  0.77880  -3.09507  3.02071
H  -0.60799  -1.16879  4.31907
H  -2.52643  0.62475  3.68262

Cartesian forces (eV/Å) of the 3 atoms listed first:
C -1.448 -0.895 -0.496
C 0.028 1.899 -0.454
N 1.572 -1.567 3.429

Computed properties:
F_max, eV/A: 8.90
HOMO, Eh: -0.3017
Kohn-Sham gap, hartree: 0.3195
Electronic energy, eV: -24846.89422